1.
ORCA calculation (the ωB97M-V functional and the def2-TZVPD basis) on an isolated ion of composition C9H14N3 and charge +1 in a non-equilibrium geometry.

Properties
Kohn-Sham gap (alpha / beta) ... 3.927 / 6.737 eV
LUMO (alpha / beta) ... -3.68 / -5.74 eV
Highest occupied orbital energy (alpha / beta) ... -7.6 / -12.5 eV

```
! RIJCOSX wB97M-V def2-TZVPD def2/J DEFGRID3
* xyz 1 3
C 2.9637 1.1224 0.1284
C 2.1588 1.2441 -0.9512
C 2.9489 0.0935 1.0395
C 1.1188 0.3912 -1.0852
C 1.8041 -0.6796 0.9506
C 0.9129 -0.4580 -0.0595
C -1.4336 -0.2904 0.4529
C -0.8227 -1.7540 -1.5886
C -0.3463 -1.3180 -0.1509
N -2.0964 0.4671 -0.3739
N -1.2214 -0.1530 1.7527
N -3.0242 1.4077 0.1607
H 3.7117 1.9320 0.1744
H 2.2832 1.9744 -1.6748
H 3.6872 0.0267 1.7495
H 0.3396 0.4742 -1.8509
H 1.9262 -1.4675 1.6048
H 0.1443 -1.9342 -2.0461
H -1.3273 -2.6485 -1.5373
H -1.2835 -0.9127 -2.1173
H -0.2779 -2.1778 0.4980
H -0.6081 -0.8313 2.1577
H -1.6644 0.5334 2.2418
H -3.3582 2.0288 -0.6679
H -2.5649 1.9262 0.8999
H -3.9703 1.0034 0.2929
*
```

natural (NBO) population analysis, charges in e, atoms 1 to 6:
1. C -0.134
2. C -0.193
3. C -0.165
4. C -0.272
5. C -0.269
6. C 0.044

2.
ORCA calculation (the ωB97M-V functional and the def2-TZVPD basis) on a 2-piece molecular cluster, C9H14N4 overall in a non-equilibrium geometry.

Properties
Kohn-Sham gap ... 9.174 eV
SMILES ... CCc1c[nH]cn1.Cc1c[nH]cn1
LUMO ... 0.87 eV
Highest occupied orbital energy ... -8.3 eV

```
! RIJCOSX wB97M-V def2-TZVPD def2/J DEFGRID3
* xyz 0 1
C 0.3019 -3.3696 -0.2952
C 1.0981 -2.0975 0.0042
C 1.1793 -1.6591 1.4462
C 2.2030 -0.9716 2.0900
N 1.9143 -0.8432 3.4016
C 0.7948 -1.7470 3.5959
N 0.3770 -2.1335 2.4244
H -0.4018 -3.2452 -1.0936
H -0.2626 -3.6948 0.6051
H 1.0757 -4.1231 -0.3690
H 2.1416 -2.1909 -0.2955
H 0.5729 -1.2621 -0.5011
H 3.0016 -0.4681 1.5595
H 2.6790 -0.7664 4.0551
H 0.3406 -1.8995 4.5565
C -0.4724 0.8485 -1.9021
C -1.1319 2.1639 -1.7571
C -1.7546 2.8200 -0.7170
N -2.1223 4.0666 -1.2579
C -2.0027 3.9859 -2.6205
N -1.3749 2.9033 -2.9584
H -1.0924 0.0274 -1.5306
H 0.5715 0.9105 -1.5568
H -0.3596 0.6890 -2.9872
H -2.2436 2.7077 0.2501
H -2.9001 4.5434 -0.8243
H -2.1324 4.8057 -3.3223
*
```

natural (NBO) population analysis, charges in e, atoms 1 to 6:
1. C -0.621
2. C -0.431
3. C 0.097
4. C -0.093
5. N -0.541
6. C 0.147

3.
ORCA calculation (the ωB97M-V functional and the def2-TZVPD basis) on one molecule with the formula C9H14N4O3 in a non-equilibrium geometry.

Properties
Kohn-Sham gap ... 9.439 eV
SMILES ... C[C@H](N)C(=O)N[C@@H](Cc1c[nH]cn1)C(=O)O
LUMO ... 0.14 eV
Highest occupied orbital energy ... -9.3 eV

```
! RIJCOSX wB97M-V def2-TZVPD def2/J DEFGRID3
* xyz 0 1
C -1.6198 1.9511 -0.8802
C -0.7416 1.8484 0.3113
N -0.3506 3.0757 0.8291
C 0.5550 1.0452 -0.2724
O 0.9097 1.3223 -1.4038
N 1.4372 0.4630 0.6135
C 1.8957 -0.8436 0.4359
C 1.0337 -1.6427 -0.6032
C -0.3669 -1.8137 -0.1869
C -1.0457 -1.6712 0.9620
N -2.3780 -1.9111 0.6526
C -2.4543 -2.1293 -0.5682
N -1.3199 -2.1647 -1.1717
C 3.3055 -0.8537 0.0498
O 4.2560 -1.5264 0.4586
O 3.5976 0.1744 -0.8209
H -1.0925 2.2223 -1.6834
H -1.9945 0.8001 -1.2608
H -2.4827 2.4798 -0.5050
H -1.0954 1.1352 1.1884
H -0.9414 3.2850 1.6688
H -0.5740 3.9559 0.2651
H 1.1249 0.5705 1.6048
H 1.8923 -1.4188 1.3890
H 1.4078 -2.5970 -0.8934
H 1.3124 -0.9244 -1.3681
H -0.6890 -1.4781 1.9909
H -3.0441 -1.9011 1.4451
H -3.4118 -2.2873 -1.0995
H 2.8743 0.8340 -1.1475
*
```

natural (NBO) population analysis, charges in e, atoms 1 to 6:
1. C -0.619
2. C -0.116
3. N -0.837
4. C 0.720
5. O -0.623
6. N -0.644

4.
ORCA calculation (the ωB97M-V functional and the def2-TZVPD basis) on one molecule with the formula C9H14N4O4 in a non-equilibrium geometry.

Properties
Kohn-Sham gap ... 8.736 eV
SMILES ... N[C@@H](Cc1c[nH]cn1)C(=O)N[C@@H](CO)C(=O)O
LUMO ... 0.44 eV
Highest occupied orbital energy ... -8.3 eV

```
! RIJCOSX wB97M-V def2-TZVPD def2/J DEFGRID3
* xyz 0 1
N -1.9679 1.1274 -0.2119
C -0.6749 1.7560 -0.1627
C -0.2338 2.5157 1.2215
C -0.8309 1.7980 2.2781
C -0.4672 0.8153 3.1708
N -1.6036 0.6498 3.8761
C -2.4624 1.6764 3.6106
N -2.1491 2.3400 2.4976
C 0.5372 1.0275 -0.7188
O 1.7090 1.3953 -0.4435
N 0.3709 -0.0108 -1.6809
C 1.3080 -1.1838 -1.9729
C 2.1883 -1.6136 -0.8396
O 2.6821 -2.8580 -1.1590
C 0.3543 -2.3413 -2.5532
O -0.8547 -2.4193 -2.3857
O 1.2124 -3.2559 -3.3247
H -2.4212 1.2391 -1.0825
H -2.0909 0.1544 0.0535
H -0.8928 2.5585 -0.8553
H -0.5016 3.5518 1.4734
H 0.7526 2.3366 1.0585
H 0.4589 0.4384 3.4263
H -1.5867 0.0450 4.6913
H -3.2816 1.9257 4.2409
H -0.5075 -0.3164 -1.7992
H 1.8812 -0.9083 -2.8687
H 3.0116 -0.9512 -0.6430
H 1.6068 -1.6590 0.0205
H 3.1711 -2.8107 -2.0126
H 1.5466 -3.9477 -2.7672
*
```

natural (NBO) population analysis, charges in e, atoms 1 to 6:
1. N -0.825
2. C -0.133
3. C -0.444
4. C 0.087
5. C -0.141
6. N -0.524

5.
ORCA calculation (the ωB97M-V functional and the def2-TZVPD basis) on an isolated ion of composition C9H14N4S and charge +2 in a non-equilibrium geometry.

Properties
Kohn-Sham gap ... 7.582 eV
LUMO ... -9.14 eV
Highest occupied orbital energy ... -16.7 eV

```
! RIJCOSX wB97M-V def2-TZVPD def2/J DEFGRID3
* xyz 2 1
C 0.0298 1.3019 0.5053
C 1.6395 -1.6636 0.7527
C 2.4590 0.7664 0.6915
C -1.0586 2.1184 0.6304
C -2.3432 1.7431 0.3016
C 0.3581 -1.6715 0.0698
C 0.2278 -1.0292 -1.3164
C -3.4916 2.6130 0.3815
C -0.4917 -1.7599 -2.4191
N 1.3124 1.5364 0.6168
N 2.4703 -0.6114 0.8959
N -0.5279 -0.5876 -0.2108
N 2.0740 -2.8229 1.2090
S 3.9018 1.5486 0.6775
H -0.8874 3.1195 1.0232
H -2.4823 0.7298 -0.0595
H -0.2027 -2.5938 0.2235
H 1.0788 -0.4368 -1.6412
H -3.8728 2.7826 -0.6354
H -3.2959 3.5726 0.8533
H -4.3330 2.1019 0.8633
H 0.1430 -1.8337 -3.2975
H -1.4010 -1.2251 -2.6903
H -0.7824 -2.7608 -2.1076
H 1.5749 2.5313 0.6761
H 3.4071 -0.8718 1.2150
H 1.5282 -3.6689 1.1142
H 2.9659 -2.9283 1.6773
*
```

natural (NBO) population analysis, charges in e, atoms 1 to 6:
1. C 0.603
2. C 0.570
3. C 0.173
4. C -0.440
5. C 0.207
6. C -0.213

6.
ORCA calculation (the ωB97M-V functional and the def2-TZVPD basis) on an isolated ion of composition C9H14N5S and charge +1 in a non-equilibrium geometry.

Properties
Kohn-Sham gap (alpha / beta) ... 5.922 / 5.921 eV
SMILES ... Cc1[nH]ccc1C1=CS[N@H+](N=C(N)N)C1
LUMO (alpha / beta) ... -5.02 / -5.02 eV
Highest occupied orbital energy (alpha / beta) ... -10.9 / -10.9 eV

```
! RIJCOSX wB97M-V def2-TZVPD def2/J DEFGRID3
* xyz 1 1
C -1.4130 -1.7786 -3.0018
C -1.0822 -2.4676 -1.6847
N -0.9725 -3.7600 -1.5697
C -0.5461 -4.0867 -0.2971
C -0.4784 -3.0016 0.4563
C -0.7026 -1.8832 -0.4638
C -0.5339 -0.4915 -0.2364
C -1.1290 0.4754 -0.9238
S -0.3323 2.1170 -0.7633
N 0.4197 1.3410 1.0949
N 1.5439 2.0151 1.5003
C 1.5796 3.3211 1.7065
N 2.8385 3.8261 2.0161
N 0.4866 4.0649 1.6569
C 0.5411 -0.0452 0.7632
H -0.7348 -0.8763 -2.8860
H -1.3604 -2.3492 -3.8875
H -2.3850 -1.3162 -2.8306
H -1.2838 -4.3887 -2.2362
H -0.6380 -5.1489 -0.0811
H -0.1958 -3.1200 1.4614
H -2.0174 0.4303 -1.5404
H -0.4613 1.6583 1.7224
H 3.4059 3.0517 2.3203
H 2.8111 4.5309 2.7029
H -0.2339 3.7332 0.9891
H 0.6231 5.0588 2.0260
H 0.5928 -0.7283 1.6214
H 1.6583 -0.1818 0.3646
*
```

natural (NBO) population analysis, charges in e, atoms 1 to 6:
1. C -0.646
2. C 0.236
3. N -0.480
4. C -0.055
5. C -0.287
6. C -0.150

7.
ORCA calculation (the ωB97M-V functional and the def2-TZVPD basis) on an isolated ion of composition C9H14NO3 and charge -1 in a non-equilibrium geometry.

Properties
Kohn-Sham gap ... 6.474 eV
SMILES ... C=CCO[C@H]1CCCCC1=[N+]([O-])[O-]
LUMO ... 3.45 eV
Highest occupied orbital energy ... -3.0 eV

```
! RIJCOSX wB97M-V def2-TZVPD def2/J DEFGRID3
* xyz -1 1
C -4.6761 -0.8984 -0.3978
C -3.4975 -0.7314 0.1222
C -2.4122 0.0028 -0.5166
O -1.1183 -0.5445 -0.3491
C -0.2295 0.0614 0.5086
C 0.9808 -0.8332 1.0903
C 2.1400 -0.9860 0.1152
C 2.8068 0.2670 -0.2432
C 1.8127 1.2543 -0.9853
C 0.6099 1.4989 -0.1443
N 0.1031 2.6833 0.1785
O -1.0357 2.8432 0.7655
O 0.8199 3.7208 -0.1026
H -5.3831 -1.6062 0.1938
H -5.0048 -0.3576 -1.3213
H -3.2186 -1.1667 1.0228
H -2.2206 1.0986 -0.1749
H -2.6165 0.0977 -1.6154
H -0.7704 0.5241 1.3289
H 0.5866 -1.7737 1.4043
H 1.3971 -0.3281 1.8996
H 1.7730 -1.5215 -0.8373
H 2.8768 -1.7214 0.5073
H 3.5993 0.0209 -0.9779
H 3.6019 0.5373 0.5990
H 1.6355 0.8114 -2.0154
H 2.2344 2.2447 -1.2972
*
```

natural (NBO) population analysis, charges in e, atoms 1 to 6:
1. C -0.421
2. C -0.189
3. C -0.140
4. O -0.561
5. C 0.109
6. C -0.416

8.
ORCA calculation (the ωB97M-V functional and the def2-TZVPD basis) on C9H14NO5Pd as an isolated structure.

Properties
Kohn-Sham gap ... 7.767 eV
LUMO ... 3.00 eV
Highest occupied orbital energy ... -4.8 eV

```
! RIJCOSX wB97M-V def2-TZVPD def2/J DEFGRID3
* xyz -1 1
Pd -1.0515 0.2183 0.1010
O 0.5139 2.6379 0.6482
C -0.2808 1.7170 1.3098
O -1.5350 1.9194 1.3512
C 0.4853 1.1226 2.4864
O 0.2185 -0.2427 2.6924
C 1.2417 -1.1115 2.2228
C 1.7841 -0.9047 0.7931
O 2.9527 -1.2690 0.6238
O 1.0004 -0.4723 -0.1054
H -0.0575 3.0375 -0.0195
H 1.5521 1.3120 2.3414
H 0.1504 1.6645 3.3774
H 2.1033 -1.0746 2.8973
H 0.8088 -2.1133 2.2671
C -4.4073 -0.0953 1.2897
C -4.2423 0.0107 -0.2280
C -5.2816 -0.8464 -0.9522
C -4.3561 1.4770 -0.6516
C -2.8780 -0.4853 -0.5856
N -2.1593 -1.2514 -1.1350
H -5.3924 0.2861 1.5725
H -3.6381 0.4902 1.7941
H -4.3280 -1.1322 1.6197
H -6.2868 -0.4940 -0.7068
H -5.1966 -1.8924 -0.6562
H -5.1449 -0.7906 -2.0327
H -5.3478 1.8531 -0.3868
H -4.2193 1.5827 -1.7293
H -3.5973 2.0737 -0.1451
*
```

natural (NBO) population analysis, charges in e, atoms 1 to 6:
1. Pd 0.542
2. O -0.707
3. C 0.558
4. O -0.701
5. C -0.135
6. O -0.539

Let's list total energy in order: -515.10933, -570.31824, -796.01919, -871.24718, -967.79549, -1022.96837, -631.63928, -910.23883 Ha.